# C6H10BF10InOS

A structure of composition C6H10BF10InOS (ωB97M-V/def2-TZVPD, the Open Molecules 2025 dataset).

Results
LUMO   -14.095 eV

Geometry as ORCA input:
```
! wB97M-V def2-TZVPD RIJCOSX def2/J DEFGRID3
* xyz 2 1
In -2.945 -2.154 -2.608
S 4.159 0.203 -0.020
F 4.149 1.948 0.105
F 3.777 0.444 -1.710
F 4.664 0.087 1.609
F 2.170 1.314 1.433
F 2.493 -1.822 2.016
F 4.217 -1.476 -0.311
F 5.823 0.272 -0.461
F 1.382 -2.171 -0.064
F 1.650 0.621 -0.913
F -0.937 -0.899 -1.341
O -4.935 0.507 -0.660
C 2.342 0.245 0.378
C -3.847 0.663 -1.641
C 0.207 -0.884 1.740
C -2.484 1.013 -0.801
C 1.670 -1.107 0.970
C -0.775 0.214 1.053
B -1.706 -0.345 -0.196
H -4.589 0.739 0.258
H -1.551 0.555 1.895
H -0.269 1.199 0.675
H -1.708 1.464 -1.588
H -4.131 1.511 -2.404
H -0.304 -1.962 1.742
H -2.553 -1.071 0.184
H 0.354 -0.625 2.896
H -3.716 -0.322 -2.259
H -2.608 1.837 0.026
*
```


# C16H12ClN2O5S2

A cluster of 2 separate species, C16H12ClN2O5S2 in total (ωB97M-V/def2-TZVPD, the Open Molecules 2025 dataset).

Results
LUMO   2.019 eV

Geometry as ORCA input:
```
! wB97M-V def2-TZVPD RIJCOSX def2/J DEFGRID3
* xyz -1 1
Cl 4.581 0.614 0.732
S 1.848 -0.328 -3.981
S 2.384 1.578 2.430
O 4.807 -0.513 -1.988
O 1.744 2.501 1.515
O 2.219 0.896 -4.635
O 2.252 -1.622 -4.460
O 3.280 2.046 3.471
N -2.923 -1.314 6.440
N 2.434 -0.180 -2.233
C -0.207 0.675 2.915
C 3.148 0.295 1.517
C -0.603 -1.558 -3.644
C 0.263 -0.104 5.552
C 3.643 -0.338 -2.042
C -2.677 -0.353 -3.254
C -4.145 -0.374 -2.983
C 0.078 -0.346 -3.739
C -2.069 -0.840 5.799
C 1.070 0.815 3.460
C -1.015 -0.262 5.013
C -1.977 0.845 -3.388
C 1.306 0.443 4.794
C -0.607 0.864 -3.634
C -1.238 0.132 3.691
C -1.973 -1.547 -3.400
H -2.517 1.784 -3.300
H -4.365 -0.893 -2.048
H -2.228 0.024 3.257
H 2.279 0.600 5.266
H 2.990 -0.733 1.873
H 0.443 -0.404 6.581
H -2.510 -2.486 -3.320
H -4.527 0.641 -2.909
H -0.055 -2.494 -3.739
H -0.059 1.800 -3.720
H -0.400 1.026 1.897
H -4.675 -0.891 -3.785
*
```


# C5H3F3N2O2

A cluster of 2 separate species, C5H3F3N2O2 in total (ωB97M-V/def2-TZVPD, the Open Molecules 2025 dataset).

Results
Energy above the lowest of the compared OMol25 structures with the same formula, charge and spin   103.5 kcal per mole
LUMO (spin up / spin down)   -1.318 / -1.301 eV

Geometry as ORCA input:
```
! wB97M-V def2-TZVPD RIJCOSX def2/J DEFGRID3
* xyz 0 1
F -1.042 -2.739 -1.005
F -2.292 -1.748 0.450
F -1.775 -0.821 -1.426
O -1.561 3.833 -0.983
O -2.286 2.880 0.961
N -0.146 -1.169 0.167
N -0.002 0.056 0.518
C 1.139 0.539 0.612
C 2.379 -0.305 0.255
C -1.920 3.352 -0.024
C -1.262 -1.615 -0.466
C 2.226 -1.559 -0.001
H 1.279 1.508 1.125
H 2.000 -2.512 -0.338
H 3.262 0.300 0.154
*
```


# C4H5Cl

A cluster of 2 separate species, C4H5Cl in total (ωB97M-V/def2-TZVPD, the Open Molecules 2025 dataset).

Results
Energy above the lowest of the compared OMol25 structures with the same formula, charge and spin   99.7 kcal per mole
LUMO (spin up / spin down)   0.482 / -3.320 eV
Expectation value of S²   2.012

Geometry as ORCA input:
```
! wB97M-V def2-TZVPD RIJCOSX def2/J DEFGRID3
* xyz 0 3
Cl -1.086 2.326 -2.408
C -0.371 1.095 -0.055
C -0.881 0.941 -1.254
C 0.971 -1.387 0.732
C 0.018 -0.639 1.152
H 0.105 1.865 0.451
H 1.561 -1.093 -0.224
H 1.208 -2.338 1.155
H -0.567 -0.813 2.106
H -0.958 0.043 -1.655
*
```


# C2H5IN2O

A cluster of 2 separate species, C2H5IN2O in total (ωB97M-V/def2-TZVPD, the Open Molecules 2025 dataset).

Results
Energy above the lowest of the compared OMol25 structures with the same formula, charge and spin   75.1 kcal per mole
LUMO   -0.078 eV

Geometry as ORCA input:
```
! wB97M-V def2-TZVPD RIJCOSX def2/J DEFGRID3
* xyz 0 1
I -3.747 0.125 -0.514
O 1.397 -1.265 -0.193
N -0.773 0.569 -0.041
N -0.865 1.468 0.832
C 2.486 -0.867 0.234
C -1.643 -0.129 -0.767
H -1.827 1.907 1.051
H 3.488 -1.277 -0.131
H -1.362 -0.983 -1.364
H 0.231 0.389 -0.026
H 2.615 0.063 0.919
*
```


# C28H39MnN7O3S

A structure of composition C28H39MnN7O3S (ωB97M-V/def2-TZVPD, the Open Molecules 2025 dataset).

Results
Energy above the lowest of the compared OMol25 structures with the same formula, charge and spin   0.0 kcal per mole
LUMO (spin up / spin down)   -5.141 / -5.318 eV
Expectation value of S²   8.753

Geometry as ORCA input:
```
! wB97M-V def2-TZVPD RIJCOSX def2/J DEFGRID3
* xyz 2 6
Mn 0.243 1.886 -0.068
S -0.338 -2.073 0.449
O 1.543 3.203 -1.103
O 2.299 0.787 -0.664
O 1.075 0.851 1.580
N -0.724 0.678 -1.726
N 2.052 -0.992 2.449
N -0.363 3.495 1.423
N -1.876 1.599 0.439
N -2.698 -3.242 0.522
N -1.326 -3.967 -1.167
N 3.386 3.827 -2.234
C 4.738 3.583 -2.731
C -1.509 -3.174 -0.105
C -1.829 -1.242 -3.383
C -4.412 0.990 1.282
C -0.927 4.913 3.726
C -1.929 0.161 -1.448
C -0.077 0.251 -2.809
C -0.088 -4.058 -1.934
C 2.673 2.941 -1.562
C -0.584 -0.704 -3.669
C -3.411 -5.613 0.867
C -2.508 -0.801 -2.262
C 1.888 -0.095 1.497
C 0.231 5.172 3.011
C -3.737 -4.242 0.285
C -3.879 0.372 0.163
C 1.159 -1.019 3.604
C 2.871 5.178 -2.461
C -1.798 3.940 3.265
C 3.274 1.560 -1.325
C -2.595 0.708 -0.238
C -3.659 1.935 1.961
C 2.751 -0.203 0.242
C -2.382 2.219 1.503
C 0.471 4.432 1.868
C -1.492 3.250 2.103
C 0.916 -5.018 -1.317
C 2.924 -2.153 2.302
H 0.890 0.700 -2.996
H -2.269 -1.989 -4.030
H 2.634 -1.191 -0.207
H -4.219 -6.312 0.653
H -2.746 -2.697 1.367
H 3.801 -0.044 0.499
H 0.506 -6.027 -1.253
H -0.361 -4.383 -2.939
H 0.519 -0.145 3.591
H 3.545 1.095 -2.278
H 3.632 5.901 -2.171
H -4.651 -3.856 0.733
H -4.468 -0.344 -0.392
H -2.705 3.726 3.812
H 2.360 -2.991 1.889
H -3.293 -5.549 1.948
H 1.189 -4.689 -0.315
H -3.935 -4.303 -0.789
H 4.182 1.653 -0.722
H 1.363 4.594 1.275
H -2.029 -4.661 -1.363
H 1.752 -1.031 4.518
H -0.022 -1.007 -4.541
H -4.078 2.447 2.815
H 1.974 5.336 -1.874
H -1.150 5.464 4.630
H -5.415 0.754 1.612
H 2.640 5.313 -3.517
H 0.547 -1.921 3.554
H 1.819 -5.061 -1.927
H 4.842 4.061 -3.703
H 0.934 5.929 3.329
H 3.775 -1.936 1.662
H -2.488 -6.022 0.454
H -3.480 -1.207 -2.024
H 5.478 4.011 -2.053
H 3.307 -2.424 3.283
H 4.940 2.524 -2.858
H 0.328 -3.054 -2.006
*
```


# C4H13N2OS

A cluster of 2 separate species, C4H13N2OS in total (ωB97M-V/def2-TZVPD, the Open Molecules 2025 dataset).

Results
Energy above the lowest of the compared OMol25 structures with the same formula, charge and spin   3.0 kcal per mole
LUMO   3.900 eV

Geometry as ORCA input:
```
! wB97M-V def2-TZVPD RIJCOSX def2/J DEFGRID3
* xyz -1 1
S -0.831 0.948 -1.401
O -0.150 3.624 1.720
N 0.465 0.301 1.703
N -0.535 -1.825 0.817
C -0.109 -1.036 1.954
C 0.278 -1.628 -1.549
C 0.597 -0.162 -1.790
C 0.552 -2.125 -0.127
H 0.951 -2.229 -2.182
H 0.836 0.040 -2.829
H -0.764 -1.833 -1.787
H -0.539 3.175 0.952
H 0.358 2.941 2.176
H 0.651 -1.588 2.482
H 0.680 -3.215 -0.148
H 1.473 -1.714 0.287
H -0.265 0.856 1.283
H -0.936 -0.908 2.657
H -1.254 -1.341 0.304
H 1.281 0.143 1.120
H 1.507 0.073 -1.213
*
```


# C48H38AlN4O11P2

A structure of composition C48H38AlN4O11P2 (ωB97M-V/def2-TZVPD, the Open Molecules 2025 dataset).

Results
LUMO (spin up / spin down)   1.351 / 1.352 eV

Geometry as ORCA input:
```
! wB97M-V def2-TZVPD RIJCOSX def2/J DEFGRID3
* xyz -1 1
P -2.309 -1.463 -2.454
P -3.371 0.054 -0.398
Al -0.325 -0.216 -0.238
O -3.549 -1.149 -1.455
O -2.023 -2.975 -2.035
O -3.066 1.329 -1.326
O -2.082 -0.290 0.345
O 3.839 6.242 -5.265
O -5.076 5.650 4.569
O -0.237 -6.450 -6.056
O -4.611 0.296 0.345
O 2.242 -4.811 7.263
O -1.164 -0.625 -1.928
O -2.667 -1.351 -3.878
N 0.486 -2.000 0.225
N -0.207 1.816 -0.305
N 1.301 -0.172 -1.591
N -0.189 0.222 1.831
C 4.692 7.193 -4.667
C 0.962 -2.886 -0.692
C 3.267 -4.332 8.099
C -4.258 4.806 3.877
C 0.065 -0.630 2.864
C -6.491 5.460 4.408
C 1.076 -2.596 -2.110
C 3.304 5.261 -4.474
C -0.093 3.948 -1.105
C -0.489 -0.167 4.096
C 0.547 -4.954 -2.764
C 0.844 -4.528 5.459
C 0.812 -2.503 1.456
C -1.156 0.974 3.766
C 1.440 -1.306 -2.415
C 1.603 -3.986 -0.053
C -1.016 3.989 -0.138
C -4.726 3.746 3.092
C 1.510 -3.759 1.284
C 2.169 -0.943 -3.611
C -2.447 3.197 2.419
C 1.389 2.195 -2.143
C 3.018 4.076 -2.392
C -1.024 2.673 0.424
C 2.482 -2.806 5.853
C 0.459 -3.833 4.322
C 0.118 -4.210 -5.431
C 0.480 -3.265 -4.458
C 1.042 -2.630 3.936
C 2.073 3.229 -2.971
C -2.880 5.076 3.937
C 0.788 -3.611 -3.134
C 0.068 -5.550 -5.076
C 3.682 5.045 -3.134
C 0.416 2.599 -1.216
C 2.045 -2.128 4.762
C 2.274 4.484 -5.050
C -0.929 -7.587 -5.621
C -3.836 2.984 2.353
C -2.030 4.278 3.211
C 1.724 3.465 -4.318
C 0.213 -5.924 -3.723
C 1.734 0.846 -2.332
C 2.419 0.383 -3.515
C -0.963 1.193 2.372
C 0.622 -1.891 2.685
C 1.892 -4.028 6.210
C -1.501 2.316 1.668
H -6.828 4.447 4.728
H 4.261 7.702 -3.800
H 5.603 6.723 -4.307
H 3.262 -2.381 6.453
H 4.200 -4.275 7.540
H -2.223 -3.556 -2.781
H -0.090 -3.950 -6.472
H -6.973 6.225 5.006
H 0.087 -6.935 -3.384
H -0.312 -4.294 3.722
H -5.786 3.552 3.085
H -4.243 2.148 1.778
H -1.783 1.607 4.381
H 3.080 -3.353 8.532
H -1.754 -7.332 -4.957
H 0.690 -5.295 -1.759
H 2.520 -1.167 4.535
H 0.395 -5.507 5.713
H 1.042 2.781 -4.806
H -0.380 -0.626 5.056
H -1.339 -8.105 -6.487
H 1.930 -4.388 2.076
H 3.270 3.929 -1.358
H 2.103 -4.796 -0.553
H -2.518 5.881 4.519
H 0.226 4.742 -1.785
H -1.646 4.830 0.155
H 2.956 1.009 -4.206
H 2.550 -1.641 -4.370
H 4.470 5.611 -2.702
H 1.982 4.637 -6.097
H 0.452 -2.214 -4.706
H -3.839 1.856 -1.434
H 3.362 -5.066 8.878
H -0.966 4.416 3.257
H 4.912 7.970 -5.380
H -6.737 5.626 3.349
H -0.316 -8.285 -5.073
*
```


# C3H9BO2S

A cluster of 2 separate species, C3H9BO2S in total (ωB97M-V/def2-TZVPD, the Open Molecules 2025 dataset).

Results
Energy above the lowest of the compared OMol25 structures with the same formula, charge and spin   111.2 kcal per mole
LUMO   0.186 eV

Geometry as ORCA input:
```
! wB97M-V def2-TZVPD RIJCOSX def2/J DEFGRID3
* xyz 0 1
S 1.815 -1.288 0.439
O -1.813 -1.068 0.704
O 0.361 1.035 0.157
C -2.410 -1.615 -0.428
C -0.692 1.920 0.324
C 3.028 -0.067 -0.140
B 0.453 -0.215 0.356
H -1.437 1.352 0.850
H -0.285 2.739 0.958
H -2.399 -0.929 -1.263
H 2.568 0.551 -0.917
H 3.414 0.590 0.765
H -2.039 -2.695 -0.598
H -3.593 -1.808 -0.194
H 3.974 -0.710 -0.415
H -0.945 2.206 -0.600
*
```


# C34H41ClN4O3S2Si2TeTi

A structure of composition C34H41ClN4O3S2Si2TeTi (ωB97M-V/def2-TZVPD, the Open Molecules 2025 dataset).

Results
Energy above the lowest of the compared OMol25 structures with the same formula, charge and spin   5.8 kcal per mole
LUMO   -7.087 eV

Geometry as ORCA input:
```
! wB97M-V def2-TZVPD RIJCOSX def2/J DEFGRID3
* xyz 2 1
Te 1.370 -0.167 1.567
Ti -0.060 -0.391 -0.840
Cl -3.323 -6.845 -0.157
S -1.062 -0.905 -5.450
S -3.112 -0.643 -3.358
Si -0.730 -1.503 4.153
Si 2.668 2.729 2.723
O 4.252 0.264 -1.256
O 0.128 -2.164 -0.725
O 1.578 0.095 -1.553
N -0.690 1.619 -0.637
N -0.479 -0.302 -2.940
N -2.064 -0.634 -0.368
N 0.742 -0.195 -3.648
C -2.869 -4.199 -0.349
C -4.138 0.697 0.049
C -2.021 1.764 -0.354
C 5.637 0.418 -4.571
C -0.652 -3.254 -0.574
C -3.999 3.109 0.072
C -1.425 -0.612 -3.786
C 1.757 0.007 -2.896
C -0.357 -2.473 5.693
C -2.788 -0.937 -5.998
C 3.113 0.138 -3.423
C 4.252 0.271 -2.610
C -4.738 1.969 0.195
C -1.926 -2.420 3.061
C 3.884 1.677 3.659
C 0.951 -1.356 3.280
C -0.455 3.996 -0.661
C 2.209 4.247 3.690
C -2.803 0.590 -0.224
C -2.041 -3.075 -0.474
C 4.516 0.276 -5.393
C 0.058 2.697 -0.790
C 1.064 1.736 2.476
C -2.312 -5.462 -0.312
C -1.780 4.159 -0.367
C -3.638 -1.487 -4.875
C -1.443 0.169 4.562
C 5.508 0.414 -3.200
C -2.663 -1.784 -0.396
C 3.278 0.139 -4.819
C -2.613 3.028 -0.206
C -0.095 -4.519 -0.523
C 3.296 3.168 1.021
C -0.929 -5.620 -0.393
H -4.458 4.082 0.186
H 3.519 1.456 4.664
H 1.322 -2.353 3.027
H -2.399 0.032 5.072
H 3.347 2.303 0.353
H 4.623 0.277 -6.467
H 1.104 2.531 -1.021
H 0.362 2.283 1.843
H -2.839 -1.573 -6.881
H -1.271 -2.670 6.255
H 2.399 0.038 -5.441
H 1.853 3.992 4.689
H -3.088 0.075 -6.270
H -2.815 -2.699 3.628
H 0.554 1.515 3.413
H 1.435 4.836 3.194
H -0.507 -6.615 -0.359
H -0.799 0.733 5.239
H 6.618 0.529 -5.011
H 4.306 3.578 1.063
H -2.205 5.149 -0.260
H -3.941 -4.080 -0.267
H 4.828 2.213 3.770
H 6.366 0.512 -2.552
H -1.495 -3.334 2.648
H 3.361 0.095 -0.937
H -5.795 2.026 0.411
H 3.083 4.889 3.809
H 2.658 3.928 0.561
H 1.681 -0.943 3.982
H -1.634 0.780 3.676
H 0.205 4.840 -0.800
H -4.697 -1.272 -5.015
H -2.245 -1.777 2.244
H 4.114 0.734 3.158
H 0.977 -4.636 -0.605
H -4.759 -0.178 0.175
H 0.319 -1.922 6.350
H -3.748 -1.809 -0.322
H 0.105 -3.435 5.467
H -3.499 -2.560 -4.748
*
```


# C21H44NO4

A cluster of 2 separate species, C21H44NO4 in total (ωB97M-V/def2-TZVPD, the Open Molecules 2025 dataset).

Results
Energy above the lowest of the compared OMol25 structures with the same formula, charge and spin   0.0 kcal per mole
LUMO   -3.659 eV

Geometry as ORCA input:
```
! wB97M-V def2-TZVPD RIJCOSX def2/J DEFGRID3
* xyz 1 1
O -8.284 5.404 -2.947
O 3.280 -4.304 -1.079
O -7.312 3.592 -1.991
O -6.115 5.366 -2.298
N 5.769 -2.968 -2.623
C 5.887 -0.817 -1.228
C -8.761 2.374 -3.531
C -4.230 2.585 0.415
C 6.368 -0.395 0.211
C 6.400 -2.238 -1.468
C -7.337 4.843 -2.457
C 5.469 -2.010 2.016
C 0.944 -1.456 2.378
C -8.542 2.863 -2.114
C 5.289 -0.677 1.276
C -3.421 1.950 1.570
C 4.273 -2.935 -2.691
C 3.585 -3.228 -1.343
C 3.116 -2.843 2.588
C -1.285 -1.312 1.207
C -0.441 -2.099 2.222
C -2.445 0.916 0.969
C -5.969 6.683 -2.833
C -2.087 -0.206 1.938
C 4.419 -2.195 3.112
C 1.846 -2.334 3.294
H 3.194 -3.912 2.779
H 6.159 -2.691 -3.526
H -3.001 -0.633 2.348
H -4.946 1.840 0.071
H -7.898 1.799 -3.874
H -4.702 3.523 0.689
H -1.996 -1.947 0.680
H 4.791 -2.838 3.906
H -0.271 -3.110 1.836
H 6.354 -2.799 -0.539
H -8.453 2.011 -1.442
H 6.027 -3.956 -2.517
H -2.928 0.533 0.067
H 3.364 -2.377 -0.677
H -4.992 7.046 -2.524
H -6.009 6.653 -3.921
H -1.454 0.194 2.731
H 6.472 -2.030 2.445
H 2.077 -1.805 4.215
H 7.455 -2.145 -1.714
H 4.188 -1.241 3.591
H 5.350 -2.867 1.341
H -9.378 3.469 -1.765
H -6.734 7.353 -2.445
H -0.932 -2.186 3.190
H -3.526 2.725 -0.404
H 4.806 -0.724 -1.222
H 1.406 -1.317 1.399
H 6.615 0.658 0.197
H -4.079 1.462 2.288
H -0.652 -0.822 0.464
H -1.548 1.445 0.634
H -8.889 3.208 -4.220
H 3.041 -2.723 1.506
H -2.886 2.746 2.087
H 4.273 -0.655 0.873
H 1.247 -3.205 3.555
H 0.812 -0.476 2.841
H 5.361 0.110 2.026
H -9.650 1.745 -3.585
H 3.912 -3.591 -3.477
H 3.997 -1.926 -2.999
H 7.257 -0.993 0.413
H 6.348 -0.108 -1.913
*
```


Going through the records in order, we get molecular weight values of 445.8, 411.9, 180.1, 88.5, 200.0, 608.7, 137.2, 935.8, 120.0, 885.0, 374.6 g mol⁻¹.
Going through the records in order, we get strongest force on any atom values of 6.70, 4.17, 3.88, 5.13, 4.39, 0.19, 1.57, 1.89, 4.15, 0.79, 4.87 eV/Å.